ORCA calculation (ωB97M-V/def2-TZVPD) on a single C5H11NO molecule.

Results
Relative energy (zero: lowest compared OMol25 entry of this formula, charge and spin), eV: 0.544
SMILES string: CNC(=O)C(C)C
Lowest unoccupied orbital energy, eV: 0.88
Gap between HOMO and LUMO, hartree: 0.3832
HOMO level, eV: -9.55

Structure (XYZ):
```
18
Properties=species:S:1:pos:R:3:forces:R:3
C -2.360 -1.256 -0.413 -0.3 -0.1 0.0
N -1.359 -0.329 -0.933 0.2 0.0 0.0
C -0.676 0.335 0.073 0.0 0.0 0.2
O -1.262 0.898 0.978 0.2 -0.3 -0.3
C 0.837 0.171 0.029 0.1 0.0 0.0
C 1.488 1.289 -0.780 0.1 0.1 -0.1
C 1.374 0.076 1.453 0.1 0.0 0.1
H -2.009 -1.663 0.542 -0.2 -0.1 -0.1
H -2.484 -2.078 -1.119 -0.1 0.1 0.0
H -3.316 -0.765 -0.239 0.0 0.0 -0.1
H -0.740 -0.758 -1.606 -0.1 0.0 0.1
H 1.032 -0.783 -0.479 0.0 0.1 0.1
H 1.320 2.254 -0.291 0.0 -0.1 -0.1
H 1.074 1.342 -1.793 0.1 0.0 0.1
H 2.566 1.120 -0.858 -0.1 0.1 0.0
H 2.457 -0.077 1.438 -0.1 0.1 0.0
H 1.143 0.987 2.010 0.1 -0.1 -0.1
H 0.915 -0.762 1.989 0.1 0.1 -0.1
```
Forces are in eV/Å.

---

ORCA calculation (ωB97M-V/def2-TZVPD) on 2 unconnected molecules or ions with the total composition C5H11NO.

Results
Relative energy (zero: lowest compared OMol25 entry of this formula, charge and spin), eV: 2.029
SMILES string: C/C=N\C.CC=O
Lowest unoccupied orbital energy, eV: 0.87
Gap between HOMO and LUMO, hartree: 0.3804
HOMO level, eV: -9.48

Structure (XYZ):
```
18
Properties=species:S:1:pos:R:3:forces:R:3
C -0.911 -1.774 -0.490 0.0 -0.1 0.1
C -0.063 -0.659 -1.028 0.3 0.1 0.0
N 1.082 -0.291 -0.626 -0.3 -0.2 -0.1
C 1.696 -0.961 0.505 0.1 -0.1 0.1
H -0.766 -1.928 0.584 0.0 0.1 -0.1
H -1.968 -1.585 -0.690 0.1 0.0 0.0
H -0.637 -2.709 -0.990 -0.1 0.0 0.0
H -0.485 -0.082 -1.860 0.1 -0.1 0.1
H 1.083 -0.883 1.416 0.1 0.0 -0.1
H 1.870 -2.026 0.308 0.0 0.1 0.0
H 2.662 -0.489 0.708 -0.1 -0.1 0.0
C -1.064 1.690 0.554 -0.2 0.1 0.0
C 0.249 2.147 -0.044 -0.1 0.3 -0.2
O 0.341 2.695 -1.115 -0.1 -0.2 0.5
H -1.485 2.551 1.082 0.0 0.0 0.1
H -1.789 1.411 -0.215 0.2 0.0 0.0
H -0.942 0.878 1.279 0.1 0.2 -0.2
H 1.127 2.015 0.623 0.0 0.1 -0.2
```
Forces are in eV/Å.

---

ORCA calculation (ωB97M-V/def2-TZVPD) on 2 unconnected molecules or ions with the total composition C5H11NO in a non-equilibrium geometry.

Results
Relative energy (zero: lowest compared OMol25 entry of this formula, charge and spin), eV: 2.548
SMILES string: C=CCNC=C.O
Lowest unoccupied orbital energy, eV: 0.91
Gap between HOMO and LUMO, hartree: 0.3267
HOMO level, eV: -7.98

Structure (XYZ):
```
18
Properties=species:S:1:pos:R:3:forces:R:3
C 0.176 -1.404 3.048 1.1 -0.1 0.1
C 1.043 -1.435 2.043 -0.6 0.0 -0.6
C 0.576 -1.602 0.595 -0.1 -0.1 0.7
N 0.108 -0.349 0.031 -0.1 0.6 0.0
C 0.975 0.726 -0.087 0.6 -1.2 -1.3
C 0.992 1.615 -1.089 0.0 0.4 0.9
H 0.572 -1.234 4.047 -0.4 -0.1 0.0
H -0.877 -1.586 2.903 -0.2 0.2 0.0
H 2.112 -1.334 2.201 -0.1 0.1 0.2
H -0.279 -2.277 0.608 0.0 -0.1 -0.1
H 1.371 -2.081 0.013 0.0 0.1 -0.1
H -0.522 -0.418 -0.755 0.0 -0.2 0.1
H 1.867 0.620 0.519 -0.3 0.5 0.6
H 0.240 1.646 -1.871 0.1 0.1 0.1
H 1.729 2.408 -0.978 -0.2 -0.1 -0.5
O -2.931 1.780 -3.520 0.0 0.1 0.1
H -3.710 2.215 -3.161 -0.1 -0.1 0.0
H -2.242 2.445 -3.438 0.1 0.0 0.0
```
Forces are in eV/Å.

---

ORCA calculation (ωB97M-V/def2-TZVPD) on 2 unconnected molecules or ions with the total composition C5H11NO.

Results
Relative energy (zero: lowest compared OMol25 entry of this formula, charge and spin), eV: 3.680
SMILES string: C[C@H]1CN1/C=C\O.[H][H]
Lowest unoccupied orbital energy, eV: 1.12
Gap between HOMO and LUMO, hartree: 0.3469
HOMO level, eV: -8.32

Structure (XYZ):
```
18
Properties=species:S:1:pos:R:3:forces:R:3
C -1.022 -0.975 -1.948 -0.1 0.0 0.0
C -0.546 0.280 -1.270 0.0 -0.1 -0.3
C -1.384 1.071 -0.335 -0.1 0.2 0.0
N -0.346 0.190 0.172 0.2 0.0 0.1
C 0.872 0.743 0.662 0.4 -0.2 -0.4
C 1.731 -0.125 1.198 0.3 0.3 -0.4
O 1.463 -1.441 1.303 -0.2 0.0 0.0
H -0.195 -1.689 -2.038 -0.1 0.1 0.0
H -1.405 -0.763 -2.951 0.0 0.0 0.1
H -1.816 -1.448 -1.361 0.1 0.1 -0.1
H 0.231 0.838 -1.795 -0.2 -0.1 0.1
H -2.406 0.756 -0.129 0.2 0.0 0.0
H -1.214 2.145 -0.269 0.0 -0.2 0.0
H 1.121 1.789 0.511 -0.1 0.0 0.1
H 2.664 0.157 1.676 -0.1 0.0 -0.3
H 0.567 -1.542 0.924 0.1 -0.1 0.1
H 0.536 0.457 2.874 -0.1 -0.2 0.7
H 0.701 -0.078 3.371 -0.3 0.2 0.3
```
Forces are in eV/Å.

---

ORCA calculation (ωB97M-V/def2-TZVPD) on 2 unconnected molecules or ions with the total composition C5H11NO.

Results
Relative energy (zero: lowest compared OMol25 entry of this formula, charge and spin), eV: 2.354
SMILES string: C=CC=C.NCO
Lowest unoccupied orbital energy, eV: 0.95
Gap between HOMO and LUMO, hartree: 0.3606
HOMO level, eV: -8.86

Structure (XYZ):
```
18
Properties=species:S:1:pos:R:3:forces:R:3
C -2.897 -1.027 0.322 0.1 0.0 0.4
C -1.900 -1.685 -0.263 -0.2 0.3 0.2
C -1.065 -1.127 -1.322 0.3 -0.3 0.4
C 0.016 -1.749 -1.781 0.0 0.2 -0.5
H -3.136 0.005 0.103 0.0 0.0 -0.3
H -3.445 -1.469 1.145 0.0 0.0 -0.1
H -1.659 -2.674 0.111 0.1 -0.1 -0.2
H -1.307 -0.131 -1.672 -0.1 0.0 -0.1
H 0.615 -1.292 -2.560 0.1 0.0 0.1
H 0.329 -2.727 -1.443 -0.1 0.0 0.1
N 2.040 0.572 1.010 0.1 0.1 0.1
C 1.389 1.841 0.971 0.1 0.1 0.1
O 2.318 2.866 0.603 0.0 0.4 0.0
H 2.622 0.477 0.186 -0.1 -0.1 -0.1
H 2.659 0.522 1.808 0.0 0.0 0.0
H 0.588 1.810 0.242 -0.2 0.0 -0.2
H 0.960 2.059 1.952 0.0 -0.1 0.0
H 1.874 3.728 0.588 0.1 -0.3 0.0
```
Forces are in eV/Å.

---

ORCA calculation (ωB97M-V/def2-TZVPD) on a single C5H11NO molecule in a non-equilibrium geometry.

Results
Relative energy (zero: lowest compared OMol25 entry of this formula, charge and spin), eV: 0.665
SMILES string: CCCC(=O)NC
Lowest unoccupied orbital energy, eV: 0.90
Gap between HOMO and LUMO, hartree: 0.3853
HOMO level, eV: -9.58

Structure (XYZ):
```
18
Properties=species:S:1:pos:R:3:forces:R:3
C -1.933 1.791 0.195 0.1 -0.4 0.1
C -1.966 0.253 0.120 1.7 1.0 0.3
C -0.632 -0.423 0.533 -0.9 0.2 -0.4
C 0.513 -0.057 -0.418 -1.0 0.1 0.6
O 0.280 0.541 -1.449 0.5 0.1 -0.1
N 1.758 -0.382 0.028 0.9 -0.2 -0.7
C 2.018 -1.657 0.712 -0.7 1.1 0.3
H -2.943 2.182 0.052 0.1 0.1 0.2
H -1.308 2.203 -0.588 0.2 0.1 0.0
H -1.538 2.107 1.167 -0.2 0.1 -0.1
H -2.692 -0.054 0.870 -0.5 -0.6 -0.7
H -2.047 0.009 -0.934 -1.1 -0.5 0.1
H -0.834 -1.501 0.468 0.3 0.0 0.3
H -0.422 -0.143 1.567 0.4 -0.2 0.0
H 2.515 0.000 -0.532 -0.3 -0.3 -0.1
H 3.090 -1.766 0.829 0.0 0.0 0.4
H 1.631 -2.523 0.184 0.0 -0.1 -0.3
H 1.467 -1.556 1.650 0.5 -0.6 0.3
```
Forces are in eV/Å.

---

ORCA calculation (ωB97M-V/def2-TZVPD) on a single C5H11NO molecule in a non-equilibrium geometry.

Results
Relative energy (zero: lowest compared OMol25 entry of this formula, charge and spin), eV: 1.353
SMILES string: CCC[C@@H](N)C=O
Lowest unoccupied orbital energy, eV: 1.02
Gap between HOMO and LUMO, hartree: 0.3938
HOMO level, eV: -9.69

Structure (XYZ):
```
18
Properties=species:S:1:pos:R:3:forces:R:3
C -1.002 2.041 -0.310 0.4 0.3 -0.1
C 0.402 1.390 -0.268 -0.4 0.2 -1.1
C 0.481 0.171 0.636 0.1 0.0 0.1
C -0.107 -1.071 -0.061 -0.2 -0.3 0.7
N 0.720 -1.574 -1.149 -0.3 0.0 0.0
C -0.311 -2.138 1.005 0.0 0.2 0.0
O -1.335 -2.236 1.624 0.0 -0.1 0.1
H -1.789 1.384 0.066 0.1 0.2 0.2
H -1.264 2.300 -1.332 -0.1 -0.1 -0.2
H -0.993 3.008 0.195 -0.2 -0.2 0.4
H 0.586 1.098 -1.305 0.3 -0.3 0.0
H 1.171 2.146 -0.104 0.0 -0.1 0.5
H -0.077 0.384 1.545 -0.1 -0.1 0.2
H 1.501 -0.082 0.941 0.1 0.2 -0.1
H -1.143 -0.869 -0.350 0.2 0.2 -0.5
H 1.283 -0.834 -1.549 0.1 -0.1 0.0
H 1.333 -2.310 -0.821 0.1 0.0 0.0
H 0.545 -2.809 1.237 0.1 0.0 -0.1
```
Forces are in eV/Å.

---

ORCA calculation (ωB97M-V/def2-TZVPD) on a single C5H11NO molecule in a non-equilibrium geometry.

Results
Relative energy (zero: lowest compared OMol25 entry of this formula, charge and spin), eV: 2.488
SMILES string: C=CCCNCO
Lowest unoccupied orbital energy, eV: 1.02
Gap between HOMO and LUMO, hartree: 0.3658
HOMO level, eV: -8.94

Structure (XYZ):
```
18
Properties=species:S:1:pos:R:3:forces:R:3
C 0.326 -1.342 -2.019 -0.7 0.1 0.5
C 0.104 -2.108 -0.951 -0.1 0.5 -0.3
C 0.201 -1.679 0.475 1.1 -0.6 1.0
C 0.882 -0.357 0.867 0.9 -0.1 -0.4
N 0.039 0.786 1.122 -0.1 -0.1 0.6
C -0.268 1.615 -0.012 0.5 0.5 0.0
O -1.169 2.638 0.337 -0.5 -0.1 0.2
H -0.194 -1.564 -2.945 0.9 -0.4 -0.4
H 0.817 -0.383 -1.918 -0.4 0.2 0.0
H -0.138 -3.155 -1.106 -0.7 0.1 0.0
H 0.731 -2.488 1.000 0.1 0.1 0.0
H -0.750 -1.693 1.018 -0.4 -0.1 -0.6
H 1.639 -0.041 0.142 -0.2 -0.1 -0.3
H 1.538 -0.580 1.712 -0.4 0.2 0.4
H -0.778 0.547 1.669 -0.1 -0.1 -0.3
H 0.679 2.089 -0.303 0.0 -0.2 -0.2
H -0.662 1.088 -0.887 -0.3 -0.1 0.1
H -1.229 2.695 1.301 0.3 0.0 -0.3
```
Forces are in eV/Å.

---

- relative energy (zero: lowest compared OMol25 entry of this formula, charge and spin) of number 3 (C5H11NO)?
  2.548 eV